1.
8
Properties=species:S:1:pos:R:3:forces:R:3:mulliken_charge:R:1 method="wB97M-V/def2-TZVPD" total_charge=0 homo_ev=-9.26 relative_energy_ev=7.4640 max_force_ha_per_bohr=0.0546
C -1.394 0.221 0.527 -1.3 1.2 2.2 -0.187
Si -0.374 -1.067 -0.493 -1.1 -0.9 -0.4 0.209
Cl -3.058 0.536 -0.077 -0.2 -0.4 -0.3 -0.154
Cl -0.545 1.807 0.371 0.5 -0.1 -0.2 -0.153
Cl 4.505 0.683 -0.254 0.2 0.6 0.3 -0.234
H -1.594 0.202 1.672 0.8 -0.8 -2.0 0.339
H 4.143 -0.401 -0.783 -0.2 -0.6 -0.3 0.231
H -1.682 -1.981 -0.963 1.3 1.0 0.6 -0.050


2.
68
Properties=species:S:1:pos:R:3:forces:R:3:mulliken_charge:R:1 method="wB97M-V/def2-TZVPD" total_charge=+1 homo_ev="-10.42 / -9.26" max_force_ha_per_bohr=0.0056 spin_multiplicity=3
Cr -1.989 0.863 -0.320 0.0 -0.2 0.0 0.313
N -1.572 2.893 0.260 0.0 0.0 0.0 -0.230
N -2.707 3.714 0.347 0.0 -0.1 -0.1 -0.483
C -3.843 3.390 -0.320 0.0 0.0 0.0 0.707
N -4.802 4.326 -0.309 0.0 0.0 0.1 -0.440
S -4.045 1.931 -1.115 0.0 0.0 0.0 -0.460
H -1.195 2.751 1.193 0.0 0.0 0.0 0.434
H -0.872 3.327 -0.337 0.0 0.0 0.0 0.337
H -2.579 4.635 0.733 0.0 0.1 0.0 0.215
H -4.714 5.187 0.204 0.0 0.0 0.0 0.182
H -5.699 4.096 -0.698 0.0 0.0 0.0 0.239
N -5.189 -1.424 -0.791 0.0 0.0 0.0 -0.507
N -4.271 -2.128 -0.019 0.1 -0.1 0.0 -0.206
C -2.930 -1.898 -0.080 0.1 0.0 0.1 0.608
O -2.161 -2.546 0.638 -0.1 0.1 -0.2 -0.644
O -2.529 -0.974 -0.916 0.0 0.2 0.2 -0.364
H -5.848 -0.944 -0.193 0.0 0.0 0.0 0.227
H -5.683 -2.054 -1.408 0.0 0.0 0.0 0.234
H -4.564 -2.859 0.610 0.0 0.0 0.0 0.238
C 6.543 -1.628 -1.070 0.0 0.0 0.0 -1.562
C 5.055 -1.486 -0.936 0.0 0.0 0.1 0.545
C 4.215 -1.668 -2.024 -0.1 0.0 -0.1 -1.001
C 2.836 -1.541 -1.913 0.1 0.0 0.1 0.739
C 1.997 -1.748 -3.147 0.0 0.0 -0.1 -1.904
C 2.289 -1.197 -0.666 0.0 0.0 0.1 0.550
Te 0.162 -1.173 -0.713 -0.1 0.0 0.1 0.998
N -0.418 0.003 0.751 0.0 0.0 -0.2 -0.441
C -1.259 -0.195 1.796 0.0 0.0 0.0 0.701
O -2.282 0.550 1.761 0.0 -0.1 0.0 -0.599
C -0.982 -1.044 2.973 0.0 0.0 0.0 0.389
C -1.551 -0.684 4.192 0.0 0.0 0.0 -0.410
C -1.293 -1.438 5.326 0.0 0.0 0.0 -0.670
C -0.486 -2.564 5.238 0.0 0.0 0.0 -0.483
C 0.064 -2.936 4.019 0.0 0.0 -0.1 -1.171
C -0.176 -2.174 2.889 0.0 0.0 0.1 -0.018
C -0.114 0.586 -1.900 0.0 0.1 0.0 -0.188
C -1.185 0.611 -2.804 0.0 -0.2 -0.1 -0.038
C -1.444 1.739 -3.588 0.0 0.0 0.0 -0.897
C -0.646 2.853 -3.461 0.0 -0.1 0.1 -0.693
C 0.401 2.843 -2.536 0.0 0.0 0.0 -0.348
C 0.694 1.745 -1.738 -0.1 0.1 -0.1 1.104
C 1.835 1.872 -0.766 0.0 0.0 0.0 -1.657
C 3.108 -1.015 0.456 0.1 0.0 -0.2 1.282
C 2.634 -0.643 1.832 0.0 0.1 0.1 -1.970
C 4.481 -1.166 0.287 0.0 0.0 0.0 -0.828
H 6.823 -1.954 -2.070 0.0 0.0 0.0 0.363
H 6.931 -2.353 -0.353 0.0 0.0 0.0 0.377
H 7.041 -0.677 -0.873 0.0 0.0 0.0 0.333
H 4.641 -1.926 -2.988 0.0 0.0 0.0 0.334
H 2.599 -2.189 -3.939 0.0 0.0 0.0 0.477
H 1.590 -0.807 -3.525 0.0 0.0 0.0 0.276
H 1.156 -2.431 -2.990 0.0 0.0 0.0 0.316
H -2.195 0.184 4.239 0.0 0.0 0.0 0.458
H -1.725 -1.151 6.275 0.0 0.0 0.0 0.423
H -0.293 -3.160 6.120 0.0 0.0 0.0 0.415
H 0.674 -3.827 3.946 0.0 0.0 0.0 0.438
H 0.229 -2.490 1.939 0.0 0.0 0.0 0.666
H -1.802 -0.268 -2.937 0.0 0.0 0.0 0.501
H -2.273 1.718 -4.281 0.0 0.0 0.0 0.458
H -0.824 3.731 -4.068 0.0 0.0 0.0 0.429
H 1.027 3.723 -2.437 0.0 0.0 0.0 0.460
H 2.075 2.926 -0.625 0.0 0.0 0.0 0.485
H 2.732 1.374 -1.136 0.0 0.0 0.0 0.310
H 1.596 1.443 0.206 0.0 0.0 0.0 0.246
H 1.583 -0.387 1.879 0.0 0.0 0.0 -0.100
H 3.201 0.217 2.194 0.0 0.0 0.0 0.531
H 2.811 -1.460 2.533 0.0 0.0 0.0 0.503
H 5.122 -1.026 1.151 0.0 0.0 0.0 0.471


3.
57
Properties=species:S:1:pos:R:3:forces:R:3:mulliken_charge:R:1 method="wB97M-V/def2-TZVPD" total_charge=0 homo_ev=-8.34 relative_energy_ev=2.8175 max_force_ha_per_bohr=0.0137 smiles="C=C[C@@H]1CN2CC[C@@H]1C[C@H]2[C@@H](OC(=O)OCC)c1ccnc2ccc(OC)cc12"
C 2.036 3.038 -4.713 0.0 0.2 -0.1 -0.999
C 1.691 2.255 -3.708 0.1 -0.2 0.0 -0.405
C 2.198 0.862 -3.518 0.0 0.1 0.1 0.480
C 1.043 -0.170 -3.523 0.1 0.0 -0.2 -1.175
N 1.235 -1.194 -2.511 -0.4 -0.5 0.0 -0.058
C 2.576 -1.747 -2.636 0.1 -0.2 0.0 -0.670
C 3.638 -0.699 -2.238 0.0 0.1 0.0 -1.048
C 2.935 0.663 -2.180 0.2 0.0 0.0 -0.028
C 1.922 0.644 -1.030 0.1 0.0 -0.1 -1.438
C 1.083 -0.644 -1.167 -0.2 0.1 0.2 -0.100
C -0.417 -0.495 -0.822 0.0 0.3 -0.3 -1.268
O -0.777 -1.665 -0.068 0.2 -0.2 0.0 -0.717
C -2.083 -1.895 0.050 -0.1 -0.3 0.1 0.699
O -2.956 -1.251 -0.459 -0.3 0.2 -0.2 -0.590
O -2.250 -2.970 0.820 0.5 0.0 0.0 -0.414
C -3.604 -3.351 1.081 -0.5 0.1 0.1 -0.202
C -4.218 -2.508 2.189 0.3 -0.1 -0.3 -1.116
C -0.770 0.766 -0.068 -0.3 0.1 -0.1 0.103
C -1.454 1.767 -0.715 0.3 -0.3 0.2 -0.474
C -1.772 2.946 -0.025 0.0 0.1 -0.1 -0.562
N -1.463 3.158 1.223 -0.2 0.5 0.1 -0.692
C -0.805 2.194 1.892 0.2 -0.6 -0.2 -0.209
C -0.485 2.426 3.249 0.2 -0.2 0.2 -0.512
C 0.174 1.486 3.979 0.0 0.1 0.0 -0.700
C 0.556 0.257 3.390 0.0 -0.1 -0.3 0.591
O 1.198 -0.603 4.224 -0.1 0.4 0.1 -0.503
C 1.585 -1.860 3.723 0.1 -0.2 -0.1 -0.712
C 0.272 0.008 2.069 0.3 -0.3 0.4 -0.027
C -0.420 0.960 1.294 -0.3 0.6 0.0 0.782
H 1.642 4.034 -4.823 -0.1 0.2 0.0 0.301
H 2.728 2.714 -5.473 0.2 -0.1 -0.1 0.289
H 0.988 2.610 -2.965 -0.1 0.1 0.1 0.168
H 2.900 0.639 -4.328 0.0 0.0 0.0 0.635
H 0.092 0.332 -3.338 -0.1 0.0 0.0 0.304
H 0.971 -0.666 -4.494 -0.1 0.1 0.0 0.322
H 2.705 -2.063 -3.673 0.0 0.0 0.0 0.404
H 2.639 -2.636 -2.004 0.0 0.0 -0.1 0.389
H 4.451 -0.675 -2.964 0.1 0.0 0.0 0.514
H 4.067 -0.929 -1.261 0.1 0.0 0.0 0.432
H 3.662 1.466 -2.029 -0.1 0.0 0.0 0.513
H 1.295 1.533 -1.080 0.0 0.0 0.1 0.572
H 2.439 0.663 -0.070 0.0 0.1 0.0 0.467
H 1.467 -1.407 -0.483 0.0 0.1 0.0 0.801
H -1.005 -0.517 -1.747 0.2 0.1 0.2 0.985
H -3.543 -4.402 1.370 0.0 0.1 -0.1 0.326
H -4.186 -3.249 0.160 0.1 -0.1 0.1 0.327
H -3.615 -2.573 3.091 0.0 0.0 0.1 0.284
H -4.275 -1.469 1.875 0.0 0.1 0.0 0.306
H -5.221 -2.866 2.404 -0.1 0.0 0.0 0.383
H -1.755 1.652 -1.745 -0.1 -0.1 -0.1 0.532
H -2.306 3.744 -0.524 -0.1 0.0 -0.1 0.419
H -0.785 3.368 3.680 0.0 0.1 0.0 0.469
H 0.421 1.643 5.017 0.0 0.0 0.1 0.477
H 2.034 -2.387 4.563 0.0 0.0 -0.1 0.258
H 0.725 -2.428 3.353 0.0 0.0 0.0 0.274
H 2.325 -1.761 2.922 0.0 0.0 0.0 0.274
H 0.551 -0.924 1.610 0.1 -0.1 0.1 0.536


4.
15
Properties=species:S:1:pos:R:3:forces:R:3:mulliken_charge:R:1 method="wB97M-V/def2-TZVPD" total_charge=0 homo_ev=-9.16 relative_energy_ev=2.3658 max_force_ha_per_bohr=0.1046 smiles="C=C(C)C.[SeH2]"
C 0.001 0.488 -1.214 -0.8 0.2 2.7 -0.913
C 0.574 0.648 -0.014 1.3 1.1 1.7 0.782
C 2.030 1.013 0.289 1.2 0.2 -4.4 -1.105
C -0.024 0.597 1.379 -2.4 -1.5 0.5 -0.951
H -1.088 0.438 -1.292 0.4 -0.3 -0.1 0.277
H 0.603 0.412 -2.059 0.8 0.1 -1.5 0.284
H 2.655 0.611 -0.607 -0.6 0.6 1.5 0.304
H 2.151 2.157 0.165 -0.1 -1.8 0.9 0.237
H 2.412 0.520 1.182 0.0 0.7 0.0 0.348
H 0.602 -0.197 1.986 -1.3 1.8 -0.9 0.273
H -0.151 1.614 1.978 0.5 -2.2 -1.4 0.235
H -1.044 0.089 1.199 1.1 1.0 1.0 0.241
Se -2.331 -2.681 -0.796 4.3 2.3 2.3 -0.192
H -3.536 -2.044 -0.702 -2.4 1.3 0.2 0.095
H -2.853 -3.666 -1.494 -1.9 -3.6 -2.5 0.086


5.
32
Properties=species:S:1:pos:R:3:forces:R:3:mulliken_charge:R:1 method="wB97M-V/def2-TZVPD" total_charge=+1 homo_ev=-11.53 relative_energy_ev=2.8569 max_force_ha_per_bohr=0.0889
C 3.397 3.922 -1.093 -2.2 0.2 2.6 -1.191
C -0.201 1.377 -0.745 -1.2 1.7 4.1 0.465
C 0.560 1.343 -1.825 1.6 -1.0 -3.4 -0.477
C 0.097 2.280 0.351 0.0 -0.4 -1.6 -0.523
C 1.754 2.116 -1.890 0.6 0.0 -2.8 -0.329
C 1.261 3.055 0.202 0.5 1.4 1.8 -0.244
C 2.103 3.079 -0.942 -0.5 -1.4 -0.5 0.530
O -1.310 0.566 -0.493 -1.5 0.4 -1.8 -0.524
H -2.057 0.876 -1.084 1.1 -0.6 1.0 0.319
H 0.258 0.708 -2.736 0.6 0.9 1.6 0.288
H -0.745 2.361 1.107 1.8 0.0 -0.5 0.338
H 2.384 1.940 -2.891 -1.3 0.7 2.4 0.124
H 1.655 3.715 1.049 -1.1 -0.8 -1.1 0.255
H 3.215 5.019 -0.920 -0.1 -1.0 -0.7 0.320
H 3.810 3.701 -2.057 0.8 0.0 0.0 0.355
H 3.917 3.653 -0.142 0.7 0.0 -1.3 0.306
C -2.035 -3.734 0.140 -2.1 3.5 -1.2 -0.653
C -2.753 -2.576 -0.908 0.3 -1.9 0.9 -0.756
C -0.476 -2.448 1.655 -0.7 1.3 -0.9 0.576
N -1.662 -3.105 1.417 2.8 0.6 -0.3 -0.119
N 0.064 -1.534 0.782 -1.6 -2.5 0.4 -0.240
N 0.136 -2.588 2.836 -0.5 1.4 -1.6 -0.345
H -2.944 -4.268 0.432 0.8 -0.9 -0.5 0.370
H -1.175 -4.224 -0.344 -0.8 -0.2 0.3 0.330
H -2.097 -1.773 -1.216 0.4 0.3 0.4 0.178
H -3.692 -2.114 -0.399 1.6 -1.2 -1.2 0.270
H -2.080 -3.443 2.254 -0.2 -0.6 0.4 0.245
H -0.410 -1.378 -0.125 0.3 0.4 1.2 0.172
H 0.558 -0.803 1.256 0.5 0.4 -0.5 0.250
H 0.032 -3.302 3.449 -1.2 -3.0 1.6 0.180
H 0.713 -1.936 3.282 1.1 1.6 -0.2 0.178
H -2.868 -3.140 -1.885 -0.8 0.6 1.3 0.351